Entry from the Open Molecules 2025 dataset: a cluster of 10 separate species, C45H118N10O10 in total in a non-equilibrium geometry (the ωB97M-V functional and the def2-TZVPD basis).

The net charge is 0. The spin multiplicity is 1. The calculation puts the HOMO-LUMO gap at 9.12 eV. As for the structure (SMILES): CC1(C)CCCC(C)(C)N1O.COC[C@H](C)N.COC[C@H](C)N.COC[C@H](C)N.COC[C@H](C)N.COC[C@H](C)N.COC[C@H](C)N.COC[C@H](C)N.COC[C@H](C)N.COC[C@H](C)N. The total energy is -83946.02615 eV.

Geometry as XYZ:
```
183
C45H118N10O10, DFT the ωB97M-V functional and the def2-TZVPD basis
C 2.184 -5.171 4.690
C 0.926 -4.742 5.540
C -0.206 -5.810 5.378
C 1.182 -4.568 7.016
C 1.942 -3.392 7.373
C 1.262 -2.103 6.841
C 1.018 -2.161 5.344
C 0.139 -0.972 5.004
C 2.322 -2.017 4.508
N 0.338 -3.443 5.085
O 0.241 -3.547 3.657
H 1.875 -5.105 3.642
H 2.986 -4.467 4.848
H 2.619 -6.224 4.802
H -1.047 -5.348 5.805
H -0.540 -6.106 4.371
H 0.029 -6.664 6.021
H 0.217 -4.683 7.489
H 1.748 -5.486 7.249
H 2.172 -3.333 8.418
H 2.947 -3.313 6.895
H 1.837 -1.193 7.061
H 0.254 -1.937 7.257
H -0.887 -1.038 5.227
H 0.276 -0.737 3.905
H 0.613 -0.131 5.448
H 2.412 -0.955 4.385
H 2.178 -2.425 3.542
H 3.185 -2.503 4.928
H -0.711 -3.550 3.503
C 4.824 -2.095 1.033
O 5.212 -0.755 0.783
C 4.007 0.131 0.584
C 4.278 1.676 0.841
C 2.949 2.420 0.784
N 5.242 2.315 -0.063
H 4.073 -2.097 1.824
H 5.679 -2.584 1.391
H 4.443 -2.478 0.085
H 3.603 -0.042 -0.453
H 3.310 -0.245 1.302
H 4.560 1.778 1.879
H 2.363 1.991 1.587
H 2.335 2.379 -0.141
H 3.114 3.452 1.047
H 6.008 1.705 -0.352
H 4.788 2.688 -0.934
C -0.230 2.872 0.192
O -0.107 2.743 -1.224
C -0.987 3.620 -1.920
C -2.347 3.101 -2.383
C -2.023 1.838 -3.212
N -3.083 4.241 -2.939
H 0.273 2.022 0.616
H -1.304 2.698 0.424
H 0.093 3.921 0.559
H -1.073 4.561 -1.357
H -0.398 3.912 -2.807
H -3.014 2.783 -1.527
H -1.371 1.205 -2.585
H -1.266 2.110 -3.934
H -2.864 1.375 -3.710
H -2.634 4.647 -3.723
H -3.990 3.947 -3.280
C -8.479 -2.279 0.569
O -7.171 -1.720 0.546
C -7.055 -0.368 0.366
C -5.590 0.129 0.466
C -5.476 1.598 0.583
N -4.878 -0.357 -0.694
H -9.000 -1.932 -0.323
H -9.147 -1.936 1.405
H -8.380 -3.362 0.659
H -7.420 -0.112 -0.630
H -7.660 0.162 1.067
H -5.208 -0.304 1.374
H -6.055 2.023 -0.224
H -4.424 1.790 0.408
H -5.704 2.019 1.542
H -3.852 -0.244 -0.580
H -5.134 -1.305 -1.019
C -3.266 -5.373 3.177
O -2.823 -4.122 3.693
C -3.167 -3.790 4.996
C -4.530 -3.047 5.201
C -4.572 -2.810 6.693
N -5.793 -3.603 4.701
H -4.292 -5.505 3.474
H -2.588 -6.071 3.738
H -3.086 -5.377 2.097
H -3.102 -4.656 5.782
H -2.415 -3.040 5.199
H -4.340 -2.123 4.682
H -4.625 -3.758 7.207
H -5.493 -2.176 6.890
H -3.737 -2.176 7.067
H -5.905 -4.552 5.076
H -5.730 -3.667 3.692
C 2.452 5.544 -4.152
O 3.002 4.298 -4.466
C 3.013 3.445 -3.371
C 3.458 2.075 -3.963
C 2.934 1.024 -2.972
N 4.909 1.918 -4.253
H 2.297 6.062 -5.128
H 3.114 6.144 -3.406
H 1.400 5.449 -3.732
H 3.677 3.746 -2.544
H 1.976 3.326 -2.897
H 2.934 1.919 -4.883
H 3.340 0.032 -3.233
H 1.854 0.830 -2.791
H 3.359 1.240 -1.949
H 5.218 2.750 -4.693
H 5.356 1.807 -3.348
C 7.179 -2.647 -5.139
O 7.655 -1.621 -4.267
C 7.846 -2.025 -2.912
C 7.798 -0.816 -1.993
C 8.063 -1.311 -0.540
N 6.517 -0.108 -2.051
H 7.880 -3.442 -5.276
H 7.173 -2.188 -6.153
H 6.164 -2.908 -4.965
H 7.001 -2.695 -2.607
H 8.803 -2.521 -2.782
H 8.587 -0.164 -2.370
H 7.264 -2.046 -0.318
H 7.874 -0.419 0.090
H 9.104 -1.649 -0.392
H 6.163 -0.154 -2.999
H 5.841 -0.439 -1.354
C -3.011 8.553 -2.741
O -3.348 8.300 -1.440
C -2.677 7.136 -0.882
C -3.312 6.804 0.434
C -2.670 5.521 0.939
N -4.749 6.699 0.315
H -1.936 8.384 -2.876
H -3.172 9.603 -2.962
H -3.641 7.990 -3.481
H -2.836 6.293 -1.534
H -1.629 7.419 -0.725
H -3.040 7.548 1.167
H -3.116 5.249 1.887
H -1.532 5.613 1.140
H -2.832 4.625 0.286
H -5.184 7.569 0.022
H -5.082 6.321 1.140
C -2.231 -1.767 -7.887
O -1.744 -1.272 -6.638
C -0.304 -1.270 -6.597
C 0.363 -0.058 -7.258
C 1.863 -0.181 -7.287
N -0.081 1.202 -6.602
H -1.736 -2.687 -8.155
H -2.076 -1.050 -8.640
H -3.290 -1.982 -7.732
H -0.131 -1.260 -5.450
H 0.123 -2.267 -6.951
H -0.057 0.042 -8.260
H 2.301 0.314 -8.153
H 2.157 -1.181 -7.351
H 2.370 0.237 -6.408
H -1.074 1.377 -6.438
H 0.397 1.224 -5.701
C -2.765 0.106 2.309
O -2.164 0.021 1.010
C -1.603 -1.263 0.846
C -0.955 -1.394 -0.519
C -0.481 -2.822 -0.810
N 0.143 -0.450 -0.709
H -3.348 -0.799 2.472
H -3.514 0.954 2.342
H -1.994 0.260 3.065
H -0.815 -1.471 1.616
H -2.356 -2.032 0.976
H -1.665 -1.226 -1.273
H 0.400 -3.135 -0.233
H -0.234 -2.962 -1.824
H -1.264 -3.603 -0.554
H -0.285 0.448 -1.087
H 0.730 -0.811 -1.498
```